{"formula": "C38H95N3O31S10", "method": "ωB97M-V/def2-TZVPD", "e_homo_ev": -9.9, "multiplicity": 1, "e_tot_ha": -7983.12461, "total_charge": 0, "orbital_gap_ev": 9.667, "e_lumo_ev": -0.26, "symbols": ["O", "H", "S", "H", "O", "O", "O", "H", "C", "H", "H", "H", "H", "H", "N", "O", "C", "C", "C", "O", "H", "H", "H", "C", "H", "C", "O", "H", "H", "H", "H", "H", "O", "H", "C", "C", "H", "O", "H", "O", "C", "H", "C", "H", "H", "H", "H", "H", "O", "H", "C", "N", "H", "H", "O", "O", "H", "H", "H", "H", "H", "H", "C", "O", "H", "S", "H", "S", "C", "H", "S", "H", "S", "H", "H", "H", "O", "H", "H", "H", "N", "H", "H", "H", "C", "S", "H", "O", "C", "H", "O", "O", "C", "O", "H", "H", "O", "O", "H", "S", "C", "H", "C", "O", "C", "H", "H", "S", "C", "H", "C", "H", "H", "H", "O", "C", "O", "O", "C", "H", "H", "H", "C", "C", "H", "C", "H", "C", "C", "C", "H", "O", "C", "H", "H", "H", "S", "S", "H", "H", "O", "H", "H", "C", "H", "H", "H", "C", "H", "H", "H", "C", "C", "H", "C", "H", "O", "H", "C", "H", "H", "H", "O", "H", "C", "H", "H", "H", "H", "H", "O", "O", "H", "H", "H", "C", "H"], "xyz": [[-6.3970, -0.0678, 4.4648], [6.6414, 0.9044, -0.6297], [7.7097, -2.3400, 2.2913], [-0.0502, 5.7873, -2.2804], [2.5806, -3.1770, -2.3495], [5.2109, -0.6594, -2.7913], [0.4419, 7.2129, 0.4693], [9.8835, -1.9710, 1.1974], [-1.2743, -5.2602, -0.9417], [3.0775, -0.8948, 3.1088], [-0.1128, -5.1108, 4.0860], [-6.8322, -0.9176, 0.5606], [2.5513, 0.4933, -2.6333], [-4.5398, -1.5661, 3.5628], [-2.8506, -0.2606, -3.1073], [-0.5084, -2.1771, 4.3293], [-7.6820, -0.3893, 6.7665], [-0.5094, 4.8663, -5.3240], [5.9568, 0.4059, 0.0565], [-2.5002, -4.2615, -4.8490], [-7.4618, -0.6084, 2.1801], [-3.9041, -3.5324, 0.4011], [-5.0153, -0.7329, 5.8961], [6.6027, -0.9528, 0.3171], [0.9463, -7.5744, -5.0108], [3.2162, -0.9264, 2.0281], [4.7759, 1.4053, -4.1854], [-1.6826, 2.3915, -3.6578], [5.7967, 0.9955, 0.9593], [-0.7405, -7.8291, -4.9696], [0.1150, -7.7110, -3.3867], [9.4760, -3.6543, 1.4838], [-6.6619, -4.9939, 1.2529], [3.2789, 3.6177, -3.4175], [9.0691, -2.6948, 1.1648], [-0.1140, -5.8585, -4.2487], [-0.3943, -3.1367, -3.8020], [-4.7864, -0.0433, -0.6276], [-5.0992, -2.5605, -3.5721], [0.0649, 4.7615, 1.1098], [-0.3878, -2.7984, -4.8381], [1.0228, 8.4763, -1.1042], [0.5056, 5.3206, -1.4671], [1.5605, 5.5736, -1.5734], [-4.6742, -1.9636, 0.8793], [2.5803, 2.4895, -0.2426], [0.5426, -4.9224, 2.3449], [-7.7445, 0.6868, 6.6043], [-6.7763, -3.2771, -0.6872], [4.6896, 4.1131, -4.3340], [2.6196, -0.0583, -3.5710], [-1.6421, -4.2871, -1.4760], [8.7211, -2.8099, 0.1383], [-2.8466, 2.4636, 2.0006], [-0.3574, -5.3122, -5.5947], [2.9715, -2.1620, -0.0869], [1.8469, -0.4756, 5.8233], [-0.3388, 2.6500, -5.1099], [-8.9504, -1.8512, -0.1218], [4.3621, 1.7627, -2.2383], [3.7334, 8.2478, 1.6512], [0.8443, -1.5995, 6.6815], [0.1665, 8.2721, -0.4614], [8.2546, -2.0108, 3.6545], [-3.6533, 2.5045, -1.3470], [-0.7579, -3.0756, 2.9301], [-0.7045, 8.0708, -1.0851], [-6.4212, -3.6511, 0.6863], [0.0635, -7.3475, -4.4130], [-0.4011, -1.4472, -2.0919], [-4.4826, 1.0011, 0.3400], [0.4147, 5.0914, -5.8565], [-0.3399, 5.7346, 0.1281], [-0.2675, 2.1259, 2.2053], [-1.0174, 9.2769, 0.9571], [-9.2690, -0.2459, 0.7182], [-1.6829, 3.3386, -3.8146], [2.4816, 7.0412, 1.7738], [-4.6078, -3.3555, 2.0479], [4.9820, 0.2415, -0.4025], [-0.3312, 1.6483, -1.3599], [2.2111, 2.8357, 1.4355], [-1.8856, 2.4943, 0.6576], [-6.8555, -0.6502, 7.4275], [-4.6707, -3.0464, 1.0046], [4.0420, 6.6076, -0.0049], [2.2127, -1.0449, -3.3495], [4.5843, -0.9985, -5.2742], [-7.5118, -1.2869, 1.3285], [5.7531, -1.6356, 0.3247], [6.6628, -3.3344, 2.0359], [-8.8314, -1.0943, 4.4052], [3.9076, 3.9895, 0.7119], [-6.8412, -2.4379, 5.2851], [3.5803, 1.8652, 1.1068], [0.3627, 4.2443, -1.5631], [-2.1810, -3.4677, 2.7667], [1.8533, -4.3947, -0.3147], [0.3729, 3.5034, -3.8119], [4.4770, -0.2170, -4.0021], [4.3688, 3.6357, -3.4081], [4.7040, 4.2196, -2.5510], [-0.7416, -6.5157, -0.2782], [-5.2245, 1.1450, 1.5935], [3.5609, 7.1725, 1.6967], [-1.0890, 0.8901, 3.2085], [2.4303, -2.9968, 1.7374], [2.8475, -3.5656, -0.9703], [-0.1631, 9.5161, 0.3237], [-8.6738, -0.7317, 7.0621], [-4.3796, -2.4253, -2.7646], [4.2409, 4.2698, 1.7111], [0.5952, -2.7064, -5.3000], [-0.8580, -7.2915, -1.0350], [-1.6223, -3.6636, -7.1088], [-0.4714, 3.5437, -4.5001], [-2.9151, 0.7748, 0.7296], [3.3938, 7.3991, -1.0002], [3.0284, 2.7233, 0.7231], [0.3129, -6.3417, -0.0642], [4.1929, 6.7293, 2.4662], [-0.3581, 0.5353, 1.6990], [-0.3684, 0.4696, -1.2454], [4.8428, 2.2221, -3.1020], [4.9439, -4.9141, -1.6597], [-2.1900, 1.7987, 1.4395], [4.1845, -0.4429, 1.8985], [-0.9651, 1.2884, 2.2015], [0.8654, -0.9495, 5.8067], [-4.1104, -0.6621, 3.9945], [-4.0306, 3.4442, 0.1518], [-7.1748, -2.6010, 1.7291], [0.6901, -1.4520, 4.4399], [0.1813, -0.1291, 6.0235], [0.7881, -5.3680, -3.8830], [0.4769, -1.3041, -0.6045], [-7.5293, -1.1457, 5.0860], [-1.3833, -4.0088, -5.7374], [-4.7701, 0.9114, 5.3229], [-0.9967, -5.7028, -3.6285], [-1.7496, 6.0024, -0.1135], [4.1820, -2.7451, 1.4129], [1.5780, -2.0203, 4.1628], [-3.4926, -1.2096, -2.9609], [-0.2955, 10.4648, -0.1964], [2.4405, -0.3938, 1.4779], [-9.4906, -1.8941, 1.5012], [0.3181, -4.4746, 3.3129], [-4.8242, -2.2211, -1.7906], [7.2285, -1.2766, -0.5145], [-5.3257, 2.9220, -0.9724], [4.6995, -4.1513, -0.9204], [-0.4355, -0.9824, -1.1066], [4.8630, 3.7885, 0.2272], [-8.9244, -1.2765, 0.8040], [-0.7833, -1.7957, -4.9998], [5.4685, 6.3289, -0.0779], [-1.3770, 4.9856, -5.9729], [3.1812, -2.3223, 1.3258], [5.0730, -4.3381, 0.0864], [-3.1873, -0.8911, 4.5269], [5.8676, 2.3151, -2.7425], [7.2787, -0.8866, 1.5371], [2.0736, 0.3595, -4.4168], [-5.1072, -0.0819, 5.0267], [-1.1682, -6.7621, 0.6941], [-1.3088, -1.2063, -0.4939], [1.3011, -4.0686, 3.5519], [-3.7741, 0.0538, 3.2445], [0.5940, -0.6147, 3.7487], [-0.1008, -2.3098, 1.8449], [3.3466, 5.1003, -0.0047], [-3.7446, -3.3009, -2.6304], [5.2082, -3.2452, -1.2494], [-0.6002, 5.6033, -4.5261], [-4.3616, 2.6644, -0.5340], [0.4857, 9.7195, 1.1757]], "forces_ev_per_a": [[-2.855, -0.681, -0.141], [-0.457, 0.616, 0.040], [1.093, 1.515, 0.496], [-0.151, 0.115, 0.220], [0.506, -0.228, 1.882], [-1.152, 0.746, -2.299], [-1.022, -2.107, -0.112], [-0.418, 0.239, 0.317], [-0.376, 1.064, 0.075], [-0.441, -0.519, -0.201], [0.103, 0.039, -0.280], [0.199, -0.072, 0.068], [0.043, 0.380, -0.299], [0.211, 0.102, -0.077], [-0.257, -0.631, 0.046], [-2.062, -2.222, -1.273], [-0.789, 0.023, -1.479], [0.037, -0.522, 1.562], [0.603, -0.045, -0.543], [0.469, -0.030, -0.921], [0.408, -0.417, 0.169], [-0.346, -0.103, -0.111], [-0.479, 0.008, 0.137], [-1.917, -0.042, -0.740], [0.301, -0.048, 0.424], [-0.107, -0.637, -1.324], [-0.229, -3.387, -3.225], [-0.500, -0.185, 0.443], [0.310, -0.146, 0.063], [-0.366, 0.260, 0.372], [0.253, -0.597, -0.174], [-0.037, -0.062, 0.028], [0.604, 2.900, -1.369], [-0.143, 0.299, -0.027], [0.346, -0.803, 0.437], [-0.737, -0.050, -1.266], [0.120, 0.231, -0.100], [0.230, 1.305, 1.559], [0.127, 0.171, 0.207], [-0.184, 1.092, -0.167], [0.090, 0.223, -1.251], [0.207, -0.551, 0.043], [-1.031, -0.141, 0.167], [-0.192, 0.145, 0.751], [-0.100, -0.181, -0.012], [0.185, 0.046, -0.092], [-0.616, -0.511, 0.007], [0.084, -0.041, 0.042], [0.194, -0.938, 1.811], [0.402, -0.453, 0.059], [1.381, -0.702, -0.050], [0.811, -2.139, 1.190], [-0.312, 0.112, 0.223], [-0.251, -0.642, 0.759], [-1.049, 1.253, -0.640], [-0.350, -0.890, -1.349], [0.195, 0.056, 0.062], [0.274, 0.115, -0.655], [-0.120, 0.459, -0.321], [-0.609, 0.301, 0.076], [0.174, 0.033, 0.104], [-0.134, -0.582, -0.503], [-0.066, 1.174, -0.378], [-2.113, -0.938, -4.134], [0.123, -0.005, 0.109], [-0.361, 1.444, -1.021], [0.078, -0.438, -0.015], [0.090, 0.735, 0.310], [0.327, 0.187, -0.270], [-0.559, -0.007, 0.103], [0.497, 1.205, 0.255], [-0.019, -0.295, -0.033], [0.908, 1.150, -1.601], [-0.121, 0.294, 0.458], [-0.826, 0.203, -0.571], [-0.312, -0.231, -0.126], [-0.183, 0.366, 0.171], [0.161, -0.375, 0.137], [0.496, 0.285, -0.036], [0.183, 0.154, -0.241], [0.102, -3.882, 0.415], [-0.215, 0.230, -0.137], [0.684, -0.182, -0.117], [-0.257, -0.231, -0.257], [-1.651, -1.051, 0.453], [1.171, -2.592, 1.829], [0.445, -0.219, -0.186], [0.175, 2.869, 3.288], [-0.329, 1.016, -0.942], [0.255, -0.527, 0.499], [1.256, 1.476, 0.818], [2.993, 0.547, 0.857], [1.467, -0.506, -0.257], [-1.341, 2.277, -0.742], [0.368, 0.137, -0.291], [-0.018, -0.092, 0.100], [3.705, 1.004, 1.104], [1.415, 0.288, -0.217], [0.239, 0.493, 0.213], [-1.364, -1.321, 0.250], [-0.918, -0.475, 0.623], [-0.154, 0.336, -0.101], [0.039, 1.380, -0.823], [0.743, -0.218, -1.958], [0.265, 0.526, -1.639], [-0.548, 0.298, 0.047], [-0.043, 0.185, -0.052], [0.552, 0.614, -0.504], [-0.444, -0.003, 1.998], [0.261, -0.135, 0.486], [1.362, 1.336, 0.619], [-0.568, 0.198, 0.305], [0.209, -0.611, 0.227], [0.033, -0.289, 0.422], [0.786, -0.664, 0.740], [0.113, -0.189, -1.420], [-1.059, -0.712, -0.109], [-0.136, -0.417, 0.307], [-0.410, 0.961, 0.453], [0.116, 0.003, -0.381], [-0.240, -0.214, -0.272], [-0.535, -0.265, -0.581], [0.025, 3.931, -0.620], [1.242, 1.521, 2.178], [-0.660, -0.194, 0.256], [0.242, 0.874, -0.648], [-0.053, -0.030, -0.428], [0.354, 0.114, -0.375], [0.303, 1.576, 1.527], [0.183, 0.493, 0.681], [-0.036, -0.256, 0.052], [1.015, -2.155, -0.256], [0.396, 0.209, -1.066], [-0.252, -0.075, -0.018], [-0.138, -0.008, 0.300], [-0.099, -0.087, 0.293], [1.219, -1.157, 1.320], [0.226, -0.424, 2.177], [-0.569, 0.248, -0.062], [0.185, 0.482, -0.001], [1.674, -0.302, 0.427], [-0.075, -0.408, 0.391], [-0.173, -0.412, -0.240], [-0.488, -0.660, -0.518], [-0.113, -0.402, -0.374], [-0.060, 0.611, 0.495], [-0.457, 0.521, 0.203], [-0.057, 0.627, -0.741], [-0.577, -0.182, -0.266], [0.305, 0.197, 0.051], [-0.069, -0.234, 0.264], [-1.133, 1.244, 0.009], [0.608, 0.451, 0.106], [0.038, -0.294, -0.275], [0.255, -0.878, 0.081], [-0.686, -0.175, 0.396], [-1.365, 0.847, 0.140], [0.088, -0.386, 0.016], [1.144, 0.190, 1.201], [-0.477, -0.384, -0.004], [0.027, -0.438, 0.174], [0.438, -0.234, -0.265], [0.853, -1.639, 2.581], [0.361, 0.288, 0.130], [2.013, -1.042, -0.583], [-0.631, 0.115, -0.396], [0.019, -0.363, -0.294], [-0.236, 0.203, 0.613], [-0.641, -0.070, -0.186], [0.395, 0.082, -0.047], [-1.191, -1.435, 1.901], [-0.956, 1.393, -0.368], [0.015, 0.043, -0.337], [-0.227, 0.181, -0.172], [-0.099, 0.508, -0.216], [-0.176, -1.393, 0.220], [1.069, -0.063, -0.451]]}